{"formula": "C13H19N", "method": "ωB97M-V/def2-TZVPD", "smiles": "Cc1c[nH]c2ccccc12.CC(C)C", "spin_multiplicity": 1, "charge": 0, "e_tot_ev": -15279.249, "orbital_gap_ev": 8.8273, "lumo_energy_ev": 0.93, "elements": ["C", "C", "H", "C", "H", "H", "H", "H", "C", "C", "H", "C", "C", "H", "C", "H", "H", "H", "H", "H", "N", "C", "C", "C", "H", "H", "H", "H", "C", "C", "H", "H", "H"], "positions_angstrom": [[-2.07, -0.29, -1.01], [2.21, 1.75, -2.76], [-0.82, -0.03, 4.09], [0.32, -1.03, -2.27], [1.11, 1.34, 2.50], [2.51, 0.90, -3.38], [-0.16, -2.67, 1.99], [-1.56, 2.48, -0.34], [-0.70, -1.95, -2.16], [-1.06, 0.65, -1.21], [-0.52, 1.18, 2.06], [0.89, 1.51, -2.09], [-0.02, -0.75, 3.94], [0.27, 3.58, -1.55], [-0.37, -1.68, 1.58], [0.75, 0.73, 0.88], [-1.45, -1.56, 1.53], [2.08, 2.59, -3.44], [0.79, -0.49, 4.64], [0.14, -1.69, 0.62], [-1.07, 2.02, -1.09], [0.13, 0.30, -1.90], [0.46, 0.69, 1.93], [-1.84, -1.58, -1.45], [-0.28, -1.76, 4.26], [3.04, 1.82, -2.06], [1.28, -1.38, -2.64], [-2.65, -2.29, -1.31], [0.12, 2.51, -1.58], [0.43, -0.73, 2.48], [-2.82, -0.13, -0.23], [1.46, -1.09, 2.48], [-0.59, -2.96, -2.50]], "nbo_charge": [-0.269, -0.633, 0.199, -0.191, 0.205, 0.215, 0.201, 0.405, -0.243, 0.211, 0.186, -0.081, -0.607, 0.208, -0.606, 0.216, 0.205, 0.223, 0.206, 0.217, -0.552, -0.121, -0.604, -0.205, 0.207, 0.220, 0.210, 0.211, -0.032, -0.217, 0.212, 0.188, 0.214]}


{"formula": "C13H19N3OS", "method": "ωB97M-V/def2-TZVPD", "smiles": "COc1cccc(NC(=S)N2CCN(C)CC2)c1", "spin_multiplicity": 1, "charge": 0, "e_tot_ev": -31141.888, "orbital_gap_ev": 8.6811, "lumo_energy_ev": 0.71, "elements": ["H", "C", "H", "H", "N", "C", "H", "S", "C", "H", "H", "H", "C", "C", "C", "C", "H", "H", "O", "H", "N", "H", "H", "C", "C", "H", "H", "C", "H", "H", "H", "C", "N", "H", "C", "C", "H"], "positions_angstrom": [[-0.38, 3.11, 0.09], [1.33, -0.08, 1.33], [-2.58, 2.33, 0.90], [-5.92, -0.04, -0.75], [2.85, -1.66, 0.12], [1.61, -1.53, 0.86], [1.67, -2.17, 1.75], [2.14, 3.32, -0.53], [-2.36, 1.44, 0.31], [1.82, 0.09, 2.30], [3.96, -0.78, 1.61], [2.05, -2.57, -1.56], [-0.84, 0.07, -0.95], [-1.87, -0.81, -1.20], [2.69, -1.73, -1.32], [-3.15, -0.59, -0.71], [3.67, -1.90, -1.77], [-1.68, -1.68, -1.81], [-4.61, 0.89, 0.56], [3.82, 1.50, 0.90], [1.88, 0.86, 0.38], [4.75, -0.83, 0.04], [0.14, -0.09, -1.36], [1.28, 2.01, 0.01], [-5.71, 0.05, 0.32], [-5.55, -0.95, 0.74], [-6.56, 0.52, 0.81], [3.80, -0.65, 0.54], [3.58, 1.07, -0.79], [-3.93, -1.29, -0.94], [0.27, 0.08, 1.45], [3.33, 0.78, 0.23], [-0.08, 2.14, 0.12], [2.27, -0.82, -1.77], [-3.40, 0.56, 0.04], [-1.08, 1.20, -0.17], [0.78, -1.88, 0.24]], "nbo_charge": [0.425, -0.244, 0.223, 0.177, -0.442, -0.223, 0.196, -0.247, -0.311, 0.192, 0.194, 0.201, -0.304, -0.155, -0.410, -0.358, 0.202, 0.215, -0.507, 0.212, -0.432, 0.213, 0.224, 0.306, -0.254, 0.176, 0.202, -0.235, 0.226, 0.221, 0.236, -0.241, -0.623, 0.166, 0.401, 0.174, 0.206]}


{"formula": "C13H19N7O2PPt", "method": "ωB97M-V/def2-TZVPD", "spin_multiplicity": 1, "charge": 3, "e_tot_ev": -40819.833, "orbital_gap_ev": [4.2796, 4.2819], "lumo_energy_ev": [-13.63, -13.62], "elements": ["P", "H", "H", "C", "C", "N", "N", "H", "H", "C", "C", "H", "Pt", "O", "H", "N", "H", "C", "H", "H", "C", "C", "H", "C", "H", "C", "H", "H", "H", "C", "N", "H", "H", "H", "C", "O", "N", "C", "H", "H", "N", "C", "N"], "positions_angstrom": [[-0.43, 2.18, -2.41], [-0.86, 4.30, -1.31], [-4.71, -4.03, -1.02], [-1.96, 2.14, -3.40], [-0.08, 3.92, -1.97], [1.04, -0.90, 4.07], [-2.98, -2.22, -0.56], [-3.59, 0.76, 0.36], [1.88, 1.70, -2.87], [-3.61, -0.26, 0.05], [0.95, 1.58, -3.43], [3.87, -1.05, -1.10], [-0.53, -0.74, -0.14], [-0.60, 1.40, -1.11], [0.88, 3.98, -1.46], [-4.27, -2.14, -0.51], [0.80, 0.53, -3.67], [3.84, -1.04, -0.02], [-6.08, -2.96, -0.65], [-2.14, 1.13, -3.76], [2.53, -0.99, 0.58], [-0.27, -0.83, 4.35], [5.94, -1.16, 0.25], [3.67, -1.02, 2.76], [5.81, -1.09, 2.72], [-0.92, -0.76, 3.13], [-2.80, 2.46, -2.78], [3.66, -1.03, 3.84], [1.01, 2.16, -4.35], [2.47, -0.98, 2.05], [-4.71, -0.95, -0.13], [-1.98, -0.68, 2.94], [-0.05, 4.50, -2.89], [-0.67, -0.83, 5.35], [4.91, -1.06, 2.14], [1.52, -0.93, -0.17], [-0.01, -0.80, 2.14], [4.98, -1.09, 0.73], [-1.86, 2.81, -4.25], [1.76, -0.97, 4.78], [-2.53, -1.03, -0.21], [1.21, -0.90, 2.72], [-5.09, -3.12, -0.80]], "nbo_charge": [1.894, 0.270, 0.441, -0.995, -0.973, -0.433, -0.064, 0.256, 0.253, 0.163, -0.994, 0.278, 1.242, -1.152, 0.261, 0.246, 0.256, -0.195, 0.450, 0.259, 0.522, 0.111, 0.285, -0.193, 0.278, 0.012, 0.266, 0.237, 0.283, 0.039, -0.217, 0.263, 0.273, 0.289, 0.037, -0.487, -0.441, -0.139, 0.280, 0.471, -0.356, 0.295, -0.571]}


{"formula": "C13H19N8SSn", "method": "ωB97M-V/def2-TZVPD", "spin_multiplicity": 1, "charge": 3, "e_tot_ev": -42347.252, "orbital_gap_ev": [6.3001, 6.1971], "lumo_energy_ev": [-12.21, -12.35], "elements": ["N", "N", "H", "Sn", "C", "C", "H", "C", "C", "H", "N", "C", "H", "N", "C", "N", "H", "H", "H", "H", "N", "C", "H", "H", "C", "N", "C", "C", "H", "N", "H", "S", "H", "C", "H", "H", "H", "H", "C", "C", "H", "H"], "positions_angstrom": [[-1.13, 4.38, 0.71], [1.19, 4.25, 0.42], [-1.17, 2.52, 1.66], [-0.31, -0.38, -0.56], [4.08, -2.63, 1.48], [-2.59, -0.52, 1.96], [-2.17, 2.65, 0.20], [1.18, 2.79, 0.42], [0.14, 4.81, 1.30], [-1.09, 6.02, -0.61], [1.83, -1.36, 0.40], [4.07, -2.18, 0.18], [0.54, -1.96, 3.44], [-0.38, -0.98, 1.85], [-1.22, 2.93, 0.65], [-0.04, 4.39, -1.43], [0.26, 4.40, 2.30], [-2.11, 4.66, -1.13], [1.27, 2.43, 1.44], [2.02, 2.42, -0.18], [-1.41, -0.79, 2.63], [2.92, -1.55, -0.33], [4.93, -2.32, -0.47], [-4.55, -0.30, 2.38], [0.64, -1.58, 2.43], [-3.62, -0.46, 2.75], [-0.15, 2.94, -1.53], [1.84, -1.80, 1.68], [2.88, -1.22, -1.36], [-0.11, 2.33, -0.17], [0.22, 5.89, 1.33], [-2.76, -0.31, 0.27], [4.95, -3.12, 1.89], [-1.17, 4.93, -0.64], [-3.52, -0.65, 3.74], [0.67, 2.55, -2.14], [2.89, -2.79, 3.28], [-1.09, 2.69, -2.01], [2.93, -2.44, 2.26], [1.25, 4.85, -0.92], [2.08, 4.46, -1.50], [1.30, 5.93, -0.86]], "nbo_charge": [-0.392, -0.143, 0.222, 1.306, -0.125, 0.267, 0.242, -0.114, -0.104, 0.253, -0.519, -0.148, 0.256, -0.361, -0.093, -0.214, 0.249, 0.256, 0.243, 0.234, -0.157, 0.088, 0.275, 0.453, 0.210, -0.618, -0.115, 0.058, 0.228, -0.488, 0.257, -0.199, 0.277, -0.112, 0.453, 0.235, 0.265, 0.252, -0.100, -0.092, 0.249, 0.264]}


{"formula": "C13H20AlGeN5SSe", "method": "ωB97M-V/def2-TZVPD", "spin_multiplicity": 1, "charge": 0, "e_tot_ev": -160551.200, "orbital_gap_ev": 5.6803, "lumo_energy_ev": -0.12, "elements": ["N", "H", "H", "C", "H", "H", "S", "C", "H", "C", "H", "C", "C", "C", "H", "H", "H", "C", "H", "H", "H", "C", "H", "N", "H", "H", "C", "Al", "H", "C", "Ge", "N", "N", "C", "H", "H", "H", "C", "C", "N", "H", "Se"], "positions_angstrom": [[-2.03, 0.28, -1.41], [-3.39, -3.26, 0.33], [3.25, -0.16, 2.51], [1.01, 1.81, -2.90], [4.37, -0.16, 0.25], [-4.53, 1.68, -3.22], [-0.09, 0.35, 2.23], [-4.02, 0.98, -2.56], [-2.07, -3.06, 1.43], [0.52, 1.08, 0.68], [2.67, 3.88, 0.70], [-2.32, -3.07, 0.38], [0.22, -1.34, 1.92], [-2.70, 1.01, -2.33], [-1.70, -3.77, -0.14], [-4.74, -1.52, -0.32], [0.53, -3.09, 3.00], [-2.71, -0.78, -0.77], [4.06, 3.14, 0.01], [-5.86, 0.05, -1.79], [3.55, 0.20, -1.29], [3.23, 0.91, 2.43], [-2.11, 1.85, -2.81], [-0.50, -1.61, -0.41], [2.65, 3.29, -0.96], [2.84, 1.35, 3.35], [3.42, -0.07, -0.24], [-0.21, 0.22, -0.99], [2.94, -1.02, -0.12], [-4.13, -0.85, -0.93], [2.45, 1.34, 0.73], [0.74, 0.76, -2.48], [0.24, -1.95, 0.73], [2.97, 3.08, 0.04], [0.87, -2.76, 0.64], [0.05, 2.06, 0.62], [1.02, -1.68, 3.79], [-1.89, -1.73, -0.19], [-4.77, 0.03, -1.77], [0.53, -2.09, 3.02], [4.25, 1.22, 2.33], [1.38, 3.40, -3.49]], "nbo_charge": [-0.819, 0.224, 0.216, 0.197, 0.225, 0.221, 0.380, -0.383, 0.184, -1.397, 0.231, -0.632, 0.318, 0.095, 0.208, 0.212, 0.405, 0.118, 0.235, 0.207, 0.240, -1.092, 0.198, -0.672, 0.256, 0.230, -1.085, 1.925, 0.213, -0.260, 1.635, -0.819, -0.392, -1.092, 0.392, 0.271, 0.416, 0.004, -0.161, -0.785, 0.233, -0.102]}


{"formula": "C13H20BrN2O2S", "method": "ωB97M-V/def2-TZVPD", "smiles": "CC[N@H+]1CCC[C@@H]1CNS(=O)(=O)c1ccc(Br)cc1", "spin_multiplicity": 1, "charge": 1, "e_tot_ev": -101752.500, "orbital_gap_ev": 9.6129, "lumo_energy_ev": -2.70, "elements": ["H", "O", "H", "H", "H", "C", "H", "H", "H", "H", "C", "C", "N", "O", "C", "H", "H", "N", "H", "H", "H", "H", "H", "H", "C", "C", "H", "S", "C", "C", "Br", "C", "C", "H", "H", "C", "H", "C", "C"], "positions_angstrom": [[0.74, 3.07, -0.64], [-1.33, -1.62, 0.28], [0.21, -1.03, 1.94], [-1.23, 3.46, 0.69], [0.90, 1.23, 2.77], [0.30, -3.52, -4.32], [2.17, 1.39, 0.06], [-1.87, 0.02, 1.87], [1.10, -1.74, -5.22], [0.65, -0.35, -3.20], [-1.60, 1.30, 3.59], [0.41, -1.40, -3.22], [1.06, -0.78, 0.03], [-0.87, 0.36, -1.05], [-1.72, 1.08, 2.09], [-0.56, -5.14, -3.21], [2.59, 2.25, 1.54], [-0.55, 1.54, 1.29], [-0.83, 0.67, 4.03], [-2.54, 1.03, 4.05], [1.96, -0.72, 1.90], [-1.40, 2.34, 3.83], [-1.00, -3.72, -1.20], [1.63, -1.58, -0.15], [0.79, 1.04, 1.69], [-0.29, -4.10, -3.20], [-0.29, 3.42, 2.20], [-0.47, -0.98, -0.68], [1.76, 1.94, 0.91], [0.65, -2.17, -4.34], [0.63, -4.58, -5.85], [1.01, -0.45, 1.45], [-0.38, 3.01, 1.20], [-0.71, 1.19, 0.31], [1.42, 4.09, 0.63], [0.93, 3.14, 0.43], [-2.59, 1.62, 1.71], [-0.53, -3.32, -2.08], [-0.17, -1.98, -2.11]], "nbo_charge": [0.227, -0.933, 0.225, 0.236, 0.232, -0.046, 0.241, 0.246, 0.247, 0.246, -0.635, -0.184, -0.859, -0.956, -0.228, 0.250, 0.236, -0.409, 0.215, 0.252, 0.246, 0.218, 0.254, 0.415, -0.048, -0.230, 0.217, 2.275, -0.430, -0.221, 0.129, -0.261, -0.217, 0.480, 0.244, -0.420, 0.227, -0.180, -0.302]}